#i
An isolated molecule of C9H9NS, computed with wB97M-V/def2-TZVPD.

Calculated values
SMILES: C#C[C@](C)(C=C)c1nccs1
Highest occupied orbital energy: -9.025 eV
E_LUMO: 0.745 eV

ORCA input file:
```
! wB97M-V def2-TZVPD RIJCOSX def2/J DEFGRID3
* xyz 0 1
C 0.661 -3.029 0.385
C 0.680 -1.859 0.094
C 0.735 -0.421 -0.287
C 1.398 -0.174 -1.659
C 1.521 0.220 0.857
C 1.159 1.161 1.715
C -0.678 0.142 -0.279
N -1.163 1.098 -0.936
C -2.463 1.349 -0.683
C -3.023 0.610 0.332
S -1.847 -0.512 0.873
H 0.682 -4.024 0.630
H 1.006 0.795 -2.076
H 2.423 -0.142 -1.686
H 1.108 -0.907 -2.339
H 2.455 -0.403 1.045
H 1.828 1.379 2.574
H 0.292 1.900 1.847
H -2.878 2.208 -1.265
H -3.895 0.606 0.856
*
```

In elementary charge units, the Löwdin charges are:
1 C 0.154
2 C -0.120
3 C -0.482
4 C -0.009
5 C -0.145
6 C 0.005
7 C -0.545
8 N 0.037
9 C -0.236
10 C -0.371
11 S 1.049
12 H 0.010
13 H 0.104
14 H 0.054
15 H 0.065
16 H 0.138
17 H 0.060
18 H 0.096
19 H 0.118
20 H 0.020

#ii
A structure of composition C9H9NS, computed with wB97M-V/def2-TZVPD.

Calculated values
Highest occupied orbital energy: -8.132 eV
E_LUMO: -0.580 eV

ORCA input file:
```
! wB97M-V def2-TZVPD RIJCOSX def2/J DEFGRID3
* xyz 0 1
C -2.996 -0.042 0.813
C -3.018 -1.264 0.066
C -1.844 0.629 1.026
C -1.900 -1.800 -0.464
C 0.628 0.630 0.572
C -0.621 0.116 0.493
C -0.629 -1.141 -0.282
C 1.672 -0.167 -0.068
C 2.453 0.374 -1.219
N 0.466 -1.579 -0.754
S 2.599 -1.166 1.124
H -3.929 0.334 1.204
H -3.971 -1.757 -0.064
H -1.813 1.554 1.583
H -1.910 -2.717 -1.032
H 0.874 1.545 1.089
H 1.786 0.559 -2.060
H 3.215 -0.339 -1.524
H 2.932 1.315 -0.938
H 3.227 -0.121 1.683
*
```

In elementary charge units, the Löwdin charges are:
1 C -0.080
2 C -0.076
3 C -0.039
4 C -0.024
5 C -0.067
6 C -0.175
7 C -0.353
8 C -0.703
9 C -0.109
10 N 0.191
11 S 0.775
12 H 0.101
13 H 0.104
14 H 0.113
15 H 0.109
16 H 0.126
17 H 0.085
18 H 0.073
19 H 0.084
20 H -0.135

#ii takes first place; second place is 23.1 kcal/mol up.

#i
A cluster of 2 separate species, C14H16O in total, computed with wB97M-V/def2-TZVPD.

Calculated values
SMILES: Cc1ccc(O)cc1.Cc1ccccc1
Highest occupied orbital energy: -8.248 eV
E_LUMO: 0.757 eV

ORCA input file:
```
! wB97M-V def2-TZVPD RIJCOSX def2/J DEFGRID3
* xyz 0 1
C -1.267 2.480 -2.537
C -1.594 1.827 -1.257
C -1.689 2.557 -0.096
C -1.791 2.000 1.219
C -1.859 0.640 1.176
O -2.115 -0.295 2.153
C -1.587 -0.189 0.009
C -1.509 0.412 -1.239
H -1.307 1.693 -3.277
H -0.237 2.907 -2.550
H -1.834 3.384 -2.881
H -1.580 3.654 -0.165
H -1.606 2.431 2.099
H -1.658 -0.093 3.029
H -1.704 -1.234 0.115
H -1.465 -0.241 -2.167
C 1.321 -3.581 0.552
C 1.680 -2.228 0.368
C 2.405 -1.438 1.208
C 2.857 -0.148 0.886
C 2.231 0.452 -0.217
C 1.552 -0.372 -1.217
C 1.460 -1.702 -0.947
H 0.307 -3.668 1.063
H 2.000 -4.282 1.204
H 1.324 -4.095 -0.415
H 2.733 -1.901 2.157
H 3.714 0.354 1.519
H 2.256 1.512 -0.399
H 1.278 0.080 -2.192
H 1.448 -2.389 -1.804
*
```

In elementary charge units, the Löwdin charges are:
1 C -0.084
2 C -0.319
3 C -0.038
4 C 0.004
5 C -0.303
6 O -0.009
7 C -0.010
8 C -0.056
9 H 0.061
10 H 0.087
11 H 0.091
12 H 0.120
13 H 0.069
14 H 0.142
15 H 0.099
16 H 0.136
17 C -0.095
18 C -0.344
19 C -0.079
20 C -0.092
21 C -0.077
22 C -0.094
23 C -0.080
24 H 0.107
25 H 0.118
26 H 0.075
27 H 0.118
28 H 0.138
29 H 0.084
30 H 0.111
31 H 0.117

#ii
A cluster of 2 separate species, C14H16O in total, computed with wB97M-V/def2-TZVPD.

Calculated values
SMILES: Cc1ccc(O)cc1.Cc1ccccc1
Highest occupied orbital energy: -8.723 eV
E_LUMO: 0.868 eV

ORCA input file:
```
! wB97M-V def2-TZVPD RIJCOSX def2/J DEFGRID3
* xyz 0 1
C 0.672 1.492 -1.192
C 0.224 0.532 -2.263
C -0.236 1.037 -3.477
C -0.730 0.209 -4.486
C -0.782 -1.146 -4.259
O -1.134 -2.053 -5.247
C -0.488 -1.649 -2.981
C 0.097 -0.832 -2.034
H 0.017 2.365 -1.145
H 1.593 1.921 -1.552
H 0.756 1.021 -0.224
H -0.608 2.060 -3.441
H -0.989 0.544 -5.484
H -0.342 -2.525 -5.495
H -0.691 -2.699 -2.924
H 0.265 -1.320 -1.078
C 2.176 0.594 3.891
C 0.727 0.329 3.511
C 0.084 1.150 2.579
C -1.025 0.642 1.905
C -1.605 -0.556 2.295
C -1.141 -1.185 3.446
C 0.127 -0.861 3.914
H 2.576 1.357 3.232
H 2.764 -0.314 3.795
H 2.238 0.938 4.925
H 0.349 2.197 2.502
H -1.456 1.273 1.139
H -2.381 -1.024 1.704
H -1.690 -2.063 3.760
H 0.635 -1.433 4.682
*
```

In elementary charge units, the Löwdin charges are:
1 C -0.049
2 C -0.279
3 C -0.051
4 C -0.018
5 C -0.332
6 O 0.019
7 C -0.017
8 C -0.043
9 H 0.081
10 H 0.076
11 H 0.052
12 H 0.115
13 H 0.117
14 H 0.099
15 H 0.111
16 H 0.113
17 C -0.051
18 C -0.279
19 C -0.067
20 C -0.105
21 C -0.099
22 C -0.084
23 C -0.058
24 H 0.069
25 H 0.077
26 H 0.078
27 H 0.114
28 H 0.100
29 H 0.101
30 H 0.099
31 H 0.112

#iii
A cluster of 2 separate species, C14H16O in total, computed with wB97M-V/def2-TZVPD.

Calculated values
SMILES: Cc1ccc(O)cc1.Cc1ccccc1
Highest occupied orbital energy: -8.163 eV
E_LUMO: 0.818 eV

ORCA input file:
```
! wB97M-V def2-TZVPD RIJCOSX def2/J DEFGRID3
* xyz 0 1
C 0.241 1.730 -3.970
C -0.264 2.020 -2.595
C -0.323 3.396 -2.272
C -0.713 3.811 -1.016
C -1.164 2.914 -0.059
O -1.602 3.168 1.180
C -1.259 1.538 -0.448
C -0.793 1.094 -1.697
H 0.240 0.649 -4.192
H 1.332 2.058 -4.077
H -0.474 2.103 -4.718
H 0.049 4.076 -3.015
H -0.583 4.824 -0.651
H -1.752 4.127 1.265
H -1.642 0.730 0.162
H -0.893 0.044 -1.974
C 1.347 -1.825 3.814
C 0.796 -2.160 2.455
C 1.304 -1.667 1.274
C 0.908 -2.320 0.103
C 0.095 -3.433 0.087
C -0.592 -3.798 1.260
C -0.209 -3.164 2.420
H 2.312 -1.366 3.578
H 1.309 -2.527 4.620
H 0.671 -1.065 4.221
H 2.051 -0.879 1.264
H 1.468 -2.036 -0.801
H -0.117 -3.829 -0.898
H -1.144 -4.743 1.285
H -0.599 -3.469 3.395
*
```

In elementary charge units, the Löwdin charges are:
1 C -0.082
2 C -0.304
3 C -0.053
4 C -0.040
5 C -0.340
6 O 0.056
7 C 0.000
8 C -0.046
9 H 0.070
10 H 0.105
11 H 0.082
12 H 0.107
13 H 0.110
14 H 0.118
15 H 0.107
16 H 0.109
17 C -0.054
18 C -0.284
19 C -0.056
20 C -0.112
21 C -0.106
22 C -0.086
23 C -0.063
24 H 0.079
25 H 0.068
26 H 0.084
27 H 0.112
28 H 0.107
29 H 0.096
30 H 0.106
31 H 0.110

#iv
A cluster of 2 separate species, C14H16O in total, computed with wB97M-V/def2-TZVPD.

Calculated values
SMILES: Cc1ccc(O)cc1.Cc1ccccc1
Highest occupied orbital energy: -8.741 eV
E_LUMO: 0.845 eV

ORCA input file:
```
! wB97M-V def2-TZVPD RIJCOSX def2/J DEFGRID3
* xyz 0 1
C -3.331 1.932 -0.401
C -2.308 1.480 -1.399
C -2.767 0.426 -2.282
C -1.945 -0.055 -3.258
C -0.621 0.411 -3.440
O -0.063 0.071 -4.665
C -0.113 1.197 -2.456
C -0.988 1.800 -1.525
H -2.855 2.491 0.407
H -3.726 1.046 0.102
H -4.151 2.554 -0.735
H -3.773 0.051 -2.149
H -2.374 -0.749 -3.973
H 0.162 -0.840 -4.689
H 0.949 1.288 -2.269
H -0.550 2.678 -1.053
C 2.179 -2.892 3.385
C 1.962 -1.758 2.449
C 3.095 -1.120 1.935
C 2.877 0.132 1.350
C 1.671 0.813 1.373
C 0.514 0.130 1.747
C 0.713 -1.191 2.205
H 2.534 -3.852 2.989
H 1.273 -3.239 3.901
H 2.871 -2.588 4.170
H 4.101 -1.506 1.926
H 3.770 0.674 1.049
H 1.572 1.756 0.845
H -0.476 0.521 1.905
H -0.200 -1.662 2.555
*
```

In elementary charge units, the Löwdin charges are:
1 C -0.064
2 C -0.270
3 C -0.040
4 C -0.030
5 C -0.313
6 O 0.040
7 C -0.021
8 C -0.062
9 H 0.072
10 H 0.080
11 H 0.075
12 H 0.108
13 H 0.115
14 H 0.082
15 H 0.114
16 H 0.113
17 C -0.068
18 C -0.290
19 C -0.046
20 C -0.102
21 C -0.107
22 C -0.071
23 C -0.053
24 H 0.081
25 H 0.077
26 H 0.082
27 H 0.110
28 H 0.099
29 H 0.093
30 H 0.095
31 H 0.104

#iii takes first place; second place is 1.3 kcal/mol up.